{"formula": "C3H4NO2S", "method": "ωB97M-V with the def2-TZVPD basis set", "elements": ["S", "O", "O", "N", "C", "C", "C", "H", "H", "H", "H"], "coordinates": [[3.5406, -0.3104, -0.0084], [3.5355, 0.5042, -1.2266], [3.7109, 0.5525, 1.2401], [0.9177, -1.6585, 0.2649], [1.6527, -0.6473, 0.0601], [-0.3263, -0.7500, 0.1042], [0.5895, 0.3457, -0.2474], [-0.8009, -0.5588, 1.0230], [0.5970, 1.1673, 0.5926], [-1.0031, -1.0752, -0.7523], [0.2700, 0.7840, -1.2261]], "nbo_charge": [1.4718, -1.0456, -1.0548, -0.4490, 0.0576, -0.2439, -0.5036, 0.1787, 0.2067, 0.1639, 0.2182], "charge": -1, "gap_ev": 7.334, "e_above_lowest_ev": 2.340}

---

{"formula": "C3H4NO2S", "method": "ωB97M-V with the def2-TZVPD basis set", "elements": ["S", "O", "O", "N", "C", "C", "C", "H", "H", "H", "H"], "coordinates": [[-1.0147, 1.5577, 0.9343], [-0.7590, -1.7945, 0.0760], [0.9971, -0.7094, 2.6297], [0.1189, -0.9806, 0.3914], [0.4503, -0.7009, 1.6402], [0.5427, -0.0570, -0.6293], [-0.5911, 0.9543, -0.7531], [0.5388, -0.6834, -1.5866], [1.5646, 0.2658, -0.4668], [-1.4445, 0.2389, -0.9334], [-0.4031, 1.9091, -1.3024]], "nbo_charge": [0.2415, -0.1536, -0.2216, -0.0604, 0.9511, -0.2819, -0.5956, 0.2832, 0.2557, 0.2792, 0.3024], "charge": 1, "gap_ev": [7.334, 7.327], "e_above_lowest_ev": 4.919}

---

{"formula": "C3H4NO3", "method": "ωB97M-V with the def2-TZVPD basis set", "elements": ["O", "O", "O", "N", "C", "C", "C", "H", "H", "H", "H"], "coordinates": [[-1.0099, 1.4774, 1.4348], [-0.8532, 0.3473, -0.9477], [0.6492, 2.3504, 2.6867], [0.5802, 0.0936, -0.8979], [0.7903, -1.2374, 1.9398], [0.5892, -0.0336, 2.0409], [0.0509, 1.4649, 2.0625], [-1.1958, 0.6576, -0.0297], [1.2445, -2.2166, 1.8166], [0.9637, 0.9302, -0.5828], [0.6216, -0.5952, -0.1443]], "nbo_charge": [-0.7392, -0.6694, -0.7037, -0.5432, -0.3965, -0.0842, 0.7474, 0.4947, 0.2258, 0.3193, 0.3490], "charge": -1, "gap_ev": 9.205, "e_above_lowest_ev": 4.728}